[1]
A 2-piece molecular cluster, C3H7N3O2 overall. Source: the Open Molecules 2025 dataset; level of theory: ωB97M-V/def2-TZVPD.

**HOMO energy**: -8.186 eV
**LUMO energy**: 0.35 eV

Positions of all 15 atoms, in Å:
H (-0.2206, 1.9482, 0.9428)
O (1.2436, -1.2277, 0.9449)
N (-0.1558, 0.9260, 0.6127)
O (2.8326, -0.4864, -0.5156)
N (-2.0049, -0.4078, -0.1842)
C (1.7443, -0.3648, 0.0428)
H (-2.0060, -2.5767, -0.0662)
C (-1.4669, 0.7778, 0.0930)
C (0.9293, 0.9124, -0.3673)
H (0.6046, 0.9075, -1.5333)
N (-1.5532, -1.6192, -0.4295)
H (0.5460, -0.8056, 1.2718)
H (0.0052, -1.5565, -0.3355)
H (-1.9497, 1.7359, 0.1523)
H (1.4513, 1.8370, -0.6288)

Charges per atom according to Löwdin partitioning, unit e: H 0.15; O 0.11; N -0.08; O 0.08; N -0.13; C -0.49; H 0.13; C -0.22; C -0.13; H 0.18; N -0.06; H 0.00; H 0.26; H 0.10; H 0.12


[2]
C3H7N3O2 as an isolated structure. Source: the Open Molecules 2025 dataset; level of theory: ωB97M-V/def2-TZVPD.

**HOMO energy**: -7.949 eV
**LUMO energy**: 0.77 eV

Positions of all 15 atoms, in Å:
C (-1.4968, 1.1109, 1.0339)
H (2.5411, -1.0566, 0.6081)
N (0.7889, 1.2738, 0.2358)
O (-2.4333, 1.0988, 0.0337)
H (0.5834, -2.2070, 0.4144)
N (2.0393, -0.8173, -0.2393)
C (0.8935, -1.4694, -0.3187)
H (0.4211, -0.7432, -2.1377)
C (-0.2249, 0.5878, 0.5776)
H (-0.7690, -1.7303, -1.4484)
H (1.7187, 0.4017, -0.1244)
H (0.7786, 2.2960, 0.2402)
H (-3.2759, 1.3568, 0.4394)
N (0.2099, -1.4959, -1.4950)
O (-1.7745, 1.3939, 2.1805)

Charges per atom according to Löwdin partitioning, unit e: C -0.57; H 0.08; N 0.05; O 0.06; H 0.13; N 0.01; C -0.33; H 0.11; C -0.10; H 0.10; H 0.07; H 0.10; H 0.12; N 0.09; O 0.07


It is found that the ΔE to the lowest compared entry with this formula, charge and spin values, taken in the order of the records, are 177.1 83.2 kcal per mole.
It is found that the largest force on an atom values, taken in the order of the records, are 6.74 0.67 eV/Å.